The following is a DFT calculation (the ωB97M-V functional and the def2-TZVPD basis) of a molecular structure, C26H44CrF6GeN3O2PS2SbSi3 at a distorted geometry.

Its HOMO energy (alpha / beta) is -4.744 / -5.306 eV. The calculation puts the orbital gap (alpha / beta) at 6.8 / 5.8 eV. Its spin multiplicity is 5. For the energy above the lowest of the compared OMol25 structures with the same formula, charge and spin, the calculation gives 129.1 kJ/mol. Its expectation value of S² is 6.043. As for the calculated total energy: -7299.31589 Eh. Its total charge is -1. Its molar mass is 970.38 g/mol.

```
90
C26H44CrF6GeN3O2PS2SbSi3, DFT the ωB97M-V functional and the def2-TZVPD basis
Cr 0.87196 -0.31952 0.27064
O 1.00704 -0.23310 1.95871
F 2.90781 -0.34765 -0.25652
Sb 4.71829 -1.09283 -0.53840
F 5.27627 0.68340 -0.88794
F 5.04636 -0.80902 1.28777
F 6.45681 -1.73859 -0.85841
F 4.05323 -2.80258 -0.18522
F 4.22182 -1.27638 -2.35077
C -2.44999 3.78979 1.99478
Si -1.44320 3.79510 0.34717
C -1.15292 5.63718 0.04602
C -2.66371 3.29460 -1.00263
Ge 0.66572 2.64148 0.02540
Si 2.20064 3.32862 1.74079
C 2.23364 5.21025 1.89478
C 3.92448 2.74546 1.34408
C 1.66040 2.64422 3.39750
Si 1.49813 3.10206 -2.18036
C 0.22099 2.68726 -3.49602
C 2.99980 2.03768 -2.50729
C 2.00393 4.90348 -2.39373
H -3.23499 4.53370 1.82539
H -1.85147 4.16269 2.83230
H -2.93680 2.87311 2.34043
H -2.10694 6.16744 0.09131
H -0.71587 5.81039 -0.94036
H -0.47937 6.08090 0.78200
H -3.60153 3.84152 -0.87434
H -2.88670 2.22949 -0.99191
H -2.26505 3.52866 -1.99261
H 2.52253 5.69703 0.96008
H 2.96046 5.48553 2.66222
H 1.26158 5.61064 2.19288
H 4.30718 3.19775 0.42541
H 3.93206 1.66660 1.19463
H 4.61287 2.98871 2.15625
H 0.67219 3.01620 3.68132
H 2.37323 2.95058 4.16762
H 1.63280 1.55333 3.35408
H -0.12153 1.65438 -3.39482
H 0.68218 2.79836 -4.48075
H -0.65402 3.33993 -3.45953
H 2.77062 0.97308 -2.42682
H 3.81749 2.23180 -1.81106
H 3.36353 2.22448 -3.52114
H 1.17427 5.59869 -2.25035
H 2.39337 5.03741 -3.40493
H 2.79127 5.17792 -1.68754
S 0.20128 -3.83787 3.05473
P -0.00777 -4.14277 1.09479
S 0.83267 -2.75423 -0.30358
C 0.72891 -5.70320 0.41395
C 0.16925 -6.91376 0.82671
C 0.68743 -8.12168 0.38480
C 1.77823 -8.12933 -0.47297
C 2.34608 -6.93080 -0.87767
C 1.82671 -5.71774 -0.43734
C -1.78505 -4.39765 0.68857
C -2.18556 -5.16563 -0.40239
C -3.53392 -5.37975 -0.65527
C -4.49413 -4.81668 0.17554
C -4.09878 -4.03254 1.25048
C -2.74965 -3.82159 1.50538
H -0.67483 -6.90566 1.50756
H 0.24635 -9.05523 0.71364
H 2.18945 -9.07073 -0.81789
H 3.20523 -6.93242 -1.53666
H 2.27799 -4.78435 -0.73944
H -1.43865 -5.62016 -1.04124
H -3.83468 -5.99389 -1.49599
H -5.54719 -4.99509 -0.01161
H -4.84243 -3.59934 1.90906
H -2.42446 -3.24199 2.36220
C -3.83250 -0.52532 -2.31020
N -3.18521 -0.23091 -1.04090
C -3.86728 0.14255 0.05947
C -3.24298 0.54492 1.18749
C -1.81660 0.52242 1.21170
N -1.15779 -0.02175 0.16680
C -1.78073 -0.27775 -1.03519
O -1.17336 -0.47745 -2.06564
N -1.05754 1.07641 2.16253
H -4.90910 -0.50551 -2.16106
H -3.52550 -1.50661 -2.65836
H -3.54212 0.21556 -3.05463
H -4.94490 0.13835 -0.03333
H -3.80771 0.86694 2.04722
H -1.55029 1.35843 2.99811
H -0.14971 0.43252 2.35051
```